Record 1
Molecular formula: C13H20CuNS4Se
Method: DFT, wB97M-V/def2-TZVPD

```
40
Properties=species:S:1:pos:R:3
Cu -0.01 0.00 -3.24
C 2.14 -1.18 -1.38
C 1.52 -2.48 -1.90
S -0.05 -2.31 -2.79
C -1.23 -2.12 -1.41
C -2.56 -1.56 -1.90
S -2.49 0.03 -2.77
C -2.18 1.19 -1.40
C -1.56 2.48 -1.91
S 0.03 2.31 -2.79
C 1.19 2.12 -1.40
C 2.53 1.56 -1.89
S 2.47 -0.03 -2.75
H 3.08 -1.41 -0.88
H 1.49 -0.70 -0.64
H 1.36 -3.16 -1.06
H 2.19 -2.97 -2.61
H -0.79 -1.49 -0.64
H -1.40 -3.10 -0.97
H -3.23 -1.46 -1.05
H -3.03 -2.24 -2.61
H -1.56 0.71 -0.64
H -3.14 1.42 -0.93
H -1.40 3.15 -1.07
H -2.21 2.98 -2.62
H 0.75 1.48 -0.63
H 1.36 3.10 -0.96
H 3.20 1.47 -1.03
H 3.00 2.24 -2.60
Se -0.05 0.01 1.37
C 0.01 0.00 3.27
C 0.04 1.18 4.01
C 0.09 1.12 5.40
N 0.10 -0.01 6.10
C 0.07 -1.14 5.39
C 0.02 -1.18 4.01
H 0.04 2.14 3.51
H 0.11 2.04 5.98
H 0.08 -2.06 5.96
H 0.00 -2.14 3.50
```

Output
Electronic energy = -168622.8928 eV
HOMO-LUMO gap = 6.608 eV
E_HOMO = -6.6 eV


Record 2
Molecular formula: C47H48N2O11
Method: DFT, wB97M-V/def2-TZVPD

```
108
Properties=species:S:1:pos:R:3
N 5.18 -2.73 2.29
C 5.76 -1.94 1.17
C 5.40 -2.49 -0.23
C 4.79 -3.89 -0.24
C 3.26 -3.85 -0.35
C 2.58 -5.16 0.13
C 1.84 -4.85 1.40
C 2.42 -4.93 2.59
C 1.60 -4.53 3.75
O 1.61 -5.10 4.81
C 0.70 -3.36 3.49
C 0.62 -2.37 4.60
C 1.94 -1.55 4.61
C 1.78 -0.06 4.94
C 2.75 0.78 4.09
C 2.04 1.46 2.92
N 2.97 1.71 1.81
C 0.09 -3.29 2.31
C -0.82 -2.15 1.93
O -1.82 -2.50 0.99
C -1.63 -2.03 -0.29
C -1.79 -2.94 -1.34
C -1.66 -2.51 -2.66
C -1.37 -1.18 -2.95
C -1.21 -0.27 -1.91
C -1.36 -0.69 -0.58
C 0.42 -4.39 1.34
O -0.37 -4.88 0.59
H 5.69 -2.49 3.12
H 4.23 -2.40 2.45
H 5.41 -0.91 1.23
H 6.84 -1.91 1.30
H 6.31 -2.48 -0.83
H 4.73 -1.77 -0.71
H 5.16 -4.38 -1.15
H 5.14 -4.49 0.59
H 2.91 -3.01 0.26
H 2.99 -3.62 -1.38
H 3.37 -5.86 0.39
H 1.95 -5.56 -0.65
H 3.44 -5.26 2.73
H 0.57 -2.90 5.55
H -0.25 -1.72 4.55
H 2.69 -2.04 5.23
H 2.33 -1.61 3.59
H 0.76 0.27 4.81
H 2.10 0.08 5.97
H 3.54 0.17 3.66
H 3.25 1.53 4.70
H 1.67 2.43 3.23
H 1.20 0.84 2.58
H 2.55 2.39 1.19
H 3.08 0.87 1.24
H -1.33 -1.81 2.83
H -0.20 -1.32 1.60
H -2.02 -3.97 -1.13
H -1.81 -3.23 -3.45
H -1.28 -0.87 -3.99
H -0.97 0.76 -2.12
H -1.25 0.02 0.23
O -7.76 0.91 -5.85
C -6.90 0.11 -5.55
C -6.86 -1.24 -6.17
C -5.91 -2.12 -5.85
C -4.86 -1.79 -4.85
O -4.00 -2.58 -4.55
C -4.91 -0.44 -4.23
C -5.85 0.44 -4.55
H -7.63 -1.46 -6.89
H -5.86 -3.11 -6.29
H -4.13 -0.22 -3.50
H -5.90 1.43 -4.11
O 0.90 2.74 6.08
C 1.44 3.79 6.35
C 2.33 4.48 5.37
C 2.92 5.63 5.67
C 2.72 6.28 6.99
O 3.26 7.34 7.26
C 1.84 5.59 7.97
C 1.25 4.44 7.67
H 2.46 3.99 4.42
H 3.56 6.15 4.97
H 1.71 6.09 8.92
H 0.60 3.92 8.37
O -2.20 8.46 1.20
C -1.31 7.70 1.50
C -1.20 6.36 0.87
C -0.22 5.52 1.21
C 0.80 5.89 2.22
O 1.69 5.12 2.53
C 0.68 7.22 2.86
C -0.30 8.06 2.52
H -1.95 6.11 0.13
H -0.12 4.54 0.76
H 1.43 7.47 3.60
H -0.40 9.04 2.97
O -6.98 -1.57 -9.09
C -6.07 -1.15 -9.77
C -5.65 -1.85 -11.01
C -4.65 -1.39 -11.75
C -3.90 -0.17 -11.37
O -2.98 0.25 -12.05
C -4.32 0.53 -10.13
C -5.32 0.07 -9.39
H -6.21 -2.74 -11.28
H -4.32 -1.88 -12.66
H -3.76 1.42 -9.87
H -5.65 0.57 -8.48
```

Output
Electronic energy = -75013.6398 eV
HOMO-LUMO gap = 6.797 eV
E_HOMO = -8.7 eV